The following is a DFT calculation (ωB97M-V/def2-TZVPD) of a molecular structure, C32H40CsF6N5O5P2S2.

Each line ends with the Mulliken charge.
Cartesian coordinates (Å):
Cs 9.6335 -17.2397 10.6849  1.42
N 11.9730 -15.3683 11.6084  0.57
C 12.8587 -16.3725 11.8925  0.62
C 13.7926 -16.7919 10.9442  -1.23
C 14.7600 -17.6906 11.2266  -0.34
C 14.9216 -18.2951 12.4066  -1.48
C 13.9429 -17.8937 13.3154  0.29
C 12.8773 -17.0066 13.1570  0.13
P 11.3536 -16.7977 14.1543  0.60
C 11.4856 -17.7975 15.7058  0.04
C 12.4332 -17.6759 16.6435  0.02
C 12.5655 -18.6170 17.6400  -0.74
C 11.6175 -19.6070 17.7428  -0.24
C 10.6360 -19.8318 16.7874  -0.87
C 10.6294 -18.9447 15.7318  -0.29
C 11.6361 -15.0950 14.7585  -0.14
C 10.5218 -14.3202 15.1792  -0.58
C 10.6497 -13.0660 15.5904  -0.62
C 11.8909 -12.3649 15.5037  -0.49
C 12.9712 -13.0721 14.9621  -0.82
C 12.7906 -14.4448 14.5931  0.59
H 12.1421 -14.9447 10.7150  -0.28
H 11.7191 -14.6260 12.2531  0.00
H 13.6712 -16.3705 9.9798  0.47
H 15.4052 -17.8266 10.3593  0.37
H 15.8406 -18.8675 12.6369  0.33
H 13.9823 -18.2939 14.3225  0.41
H 13.2409 -16.8710 16.6602  0.24
H 13.3829 -18.5803 18.3622  0.37
H 11.8025 -20.2802 18.5704  0.33
H 9.8570 -20.5719 17.0268  0.34
H 9.9034 -18.9322 14.9124  0.32
H 9.5832 -14.8745 15.3331  0.32
H 9.8714 -12.5105 16.0009  0.52
H 12.0856 -11.3268 15.8372  0.37
H 13.8357 -12.5249 14.7496  0.51
H 13.7049 -14.9613 14.2838  0.34
F 11.6985 -12.3677 5.7486  -0.23
C 11.8132 -12.1528 7.0565  0.50
F 10.6433 -11.6509 7.4681  -0.18
F 12.7799 -11.3402 7.2729  -0.20
S 12.1115 -13.7380 8.0370  1.02
O 11.4617 -13.5563 9.3237  -0.74
O 13.5477 -13.9389 7.9998  -0.68
N 11.1385 -14.5691 7.1112  -0.35
S 11.1379 -16.1403 7.2212  0.91
O 11.8709 -16.6518 8.4088  -0.57
O 9.8549 -16.6975 6.9406  -0.61
C 12.1134 -16.7946 5.7949  0.42
F 13.3224 -16.2702 5.7840  -0.22
F 11.5015 -16.3969 4.6903  -0.23
F 12.1747 -18.0931 5.7674  -0.20
O 7.8228 -15.5075 11.6283  -1.07
P 7.1333 -14.3404 11.0987  -0.75
N 7.8701 -12.9216 11.3692  0.59
C 9.2263 -12.8896 11.9397  1.09
C 9.3713 -11.5279 12.5677  -0.45
C 8.5236 -10.6537 11.6543  -0.81
C 7.3037 -11.5381 11.4092  -0.60
N 5.6199 -14.2510 11.7253  0.58
C 5.3485 -14.9090 13.0257  -0.49
C 3.8177 -15.1385 13.0687  -0.80
C 3.2706 -14.1440 12.0537  -0.64
C 4.3486 -14.0673 11.0113  -0.53
N 6.9146 -14.3134 9.4573  0.47
C 7.9286 -13.6513 8.5675  -0.11
C 7.3562 -13.8211 7.1380  -0.91
C 6.6642 -15.2694 7.2453  -0.69
C 6.4901 -15.5190 8.7495  -0.27
H 9.9214 -13.1743 11.0863  -0.63
H 9.3154 -13.6835 12.7175  -0.20
H 10.4037 -11.2193 12.7554  0.35
H 8.9337 -11.6531 13.5954  0.18
H 8.9655 -10.4351 10.6571  0.25
H 8.3184 -9.6998 12.0289  0.51
H 6.8221 -11.2891 10.4729  0.39
H 6.5801 -11.4840 12.2022  0.35
H 5.6796 -14.2019 13.8642  0.22
H 5.8945 -15.8376 13.0567  0.28
H 3.5050 -14.8563 14.0447  0.35
H 3.5729 -16.1672 12.8731  0.34
H 3.1610 -13.1434 12.5455  0.25
H 2.2857 -14.3802 11.6188  0.39
H 4.3964 -13.1628 10.4283  0.34
H 4.0890 -14.8972 10.3704  0.13
H 8.9561 -14.1200 8.6503  -0.09
H 8.1724 -12.6396 8.8082  0.26
H 8.0868 -13.8460 6.3887  0.43
H 6.6087 -13.0642 7.0106  0.38
H 7.3180 -16.0330 6.8820  0.29
H 5.7030 -15.2681 6.7197  0.32
H 7.0755 -16.3899 9.0556  0.03
H 5.4531 -15.7662 9.0353  0.22

The LUMO energy comes out at -0.11 eV. Its gap between HOMO and LUMO is 7.996 eV. Its energy above the lowest of the compared OMol25 structures with the same formula, charge and spin is 0.000 eV. The HOMO energy comes out at -8.108 eV.